Arrangement 1

Computed, not measured: 2 unconnected molecules or ions with the total composition C7H8N2O, with ωB97M-V/def2-TZVPD.

Last column: Löwdin charge in e.
Atoms and positions in Å:
C 0.964 -1.802 0.179  -0.06
C 1.004 -1.983 -1.104  -0.14
C 0.948 -0.372 0.389  -0.30
C 0.933 0.264 -0.924  -0.04
C -1.809 0.628 1.550  -0.40
C 0.930 0.298 1.572  0.14
C -1.383 1.820 -0.622  -0.16
N 1.094 -0.777 -1.724  0.01
N -1.912 1.402 0.624  0.05
O -1.911 -0.058 2.446  0.17
H 0.885 -2.542 0.866  0.08
H 1.055 -2.998 -1.577  0.14
H 0.914 -0.086 2.561  0.08
H 0.875 1.327 1.507  0.06
H -1.880 2.875 -0.822  0.11
H -0.266 1.760 -0.713  0.01
H -1.640 1.062 -1.469  0.10
H 1.199 -0.818 -2.739  0.15

HOMO-LUMO gap: 7.815 eV

---

Arrangement 2

Computed, not measured: 2 unconnected molecules or ions with the total composition C7H8N2O, with ωB97M-V/def2-TZVPD.

Last column: Löwdin charge in e.
Atoms and positions in Å:
C 1.823 0.097 1.216  -0.09
C 1.504 0.643 -0.013  -0.11
C 0.226 1.185 -0.252  -0.11
C -0.773 1.010 0.691  -0.11
C -0.475 0.399 1.900  -0.08
C 0.826 -0.011 2.188  -0.08
H 2.887 -0.289 1.402  0.13
H 2.248 0.694 -0.726  0.08
H 0.097 1.692 -1.250  0.12
H -1.724 1.383 0.439  0.09
H -1.278 0.431 2.617  0.10
H 1.050 -0.301 3.092  0.04
C -0.717 -1.868 -1.263  0.03
N -1.300 -1.104 -2.086  0.01
N -1.354 -0.066 -2.733  -0.14
O -2.313 0.459 -3.283  -0.05
H -0.391 -2.768 -1.731  0.06
H -0.336 -1.585 -0.209  0.10

SMILES string: c1ccccc1.C=NN=O
HOMO-LUMO gap: 8.889 eV

---

The most stable of them is arrangement 1.

---

Arrangement 1

Computed, not measured: C6H9P in the gas phase, with ωB97M-V/def2-TZVPD.

Last column: Löwdin charge in e.
Atoms and positions in Å:
C 0.649 1.116 0.991  -0.30
C -0.306 1.558 -2.163  0.01
C 0.215 0.456 -1.441  -0.29
C -0.054 -1.113 0.483  -0.25
C 0.070 -1.009 2.042  -0.46
C -0.229 0.386 0.077  -0.45
P 1.195 0.473 2.447  0.88
H -0.830 1.448 -3.098  0.04
H 0.039 2.603 -2.125  0.06
H -0.147 -0.560 -1.682  0.11
H 1.309 0.376 -1.181  0.13
H 0.919 -1.664 0.210  0.14
H -0.805 -1.711 0.229  0.05
H -0.868 -0.794 2.486  0.03
H 0.258 -2.085 2.586  0.12
H -1.415 0.521 0.138  0.18

HOMO-LUMO gap (alpha / beta): 7.392 / 9.264 eV

---

Arrangement 2

Computed, not measured: C6H9P in the gas phase, with ωB97M-V/def2-TZVPD.

Last column: Löwdin charge in e.
Atoms and positions in Å:
C 0.797 1.284 0.047  0.00
C 1.197 -1.435 0.604  -0.03
C -1.739 0.768 -0.363  -0.56
C -0.536 0.668 0.516  -0.32
C 0.921 -1.279 -0.891  0.13
C 0.565 -0.205 -0.056  -0.41
P -3.012 -0.645 0.084  0.66
H 0.621 1.906 -0.797  0.10
H 1.366 1.666 0.879  0.11
H 0.555 -1.915 1.193  0.04
H 2.214 -1.275 0.967  0.11
H -2.247 1.751 -0.426  0.06
H -1.340 0.541 -1.400  0.07
H -0.666 0.405 1.551  0.11
H 1.572 -1.372 -1.656  0.05
H -2.952 0.041 1.473  -0.14

HOMO-LUMO gap (alpha / beta): 4.081 / 3.516 eV

---

The most stable of them is arrangement 1.

---

Arrangement 1

Computed, not measured: 2 unconnected molecules or ions with the total composition C3H9NO, with ωB97M-V/def2-TZVPD.

Last column: Löwdin spin population.
Atoms and positions in Å:
C -4.136 -0.834 -0.218  0.00
N -4.062 0.196 0.830  0.00
H -3.145 -0.823 -0.744  0.00
H -4.868 -0.616 -1.010  0.00
H -4.173 -1.899 0.173  0.00
H -5.002 0.384 1.076  0.00
H -3.613 -0.173 1.562  0.00
C 4.386 0.380 0.615  0.45
C 3.801 0.122 -0.590  0.22
O 4.037 0.999 -1.781  0.30
H 4.202 -0.041 1.644  0.01
H 5.156 1.203 0.658  0.01
H 3.069 -0.696 -0.941  0.00
H 4.348 1.797 -1.273  0.00

2S+1: 2
Charge: +1
HOMO-LUMO gap (alpha / beta): 5.388 / 1.264 eV
⟨S²⟩: 0.761

---

Arrangement 2

Computed, not measured: 2 unconnected molecules or ions with the total composition C3H9NO, with ωB97M-V/def2-TZVPD.

Last column: Löwdin spin population.
Atoms and positions in Å:
C -0.995 1.103 -2.145  0.00
O -0.758 0.458 -0.910  0.01
H -0.782 2.169 -2.136  0.00
H -0.212 0.746 -2.960  0.00
H -2.009 1.025 -2.554  0.00
C 0.925 -0.901 1.262  0.21
C -0.240 -1.522 1.249  0.46
N 1.153 0.424 0.903  0.24
H 1.628 -1.315 1.865  0.03
H -0.623 -2.023 2.211  0.02
H -0.889 -1.564 0.348  0.02
H 2.112 0.784 1.294  0.00
H 0.172 0.419 -0.703  0.00
H 0.454 1.045 1.390  0.01

2S+1: 2
Charge: +1
HOMO-LUMO gap (alpha / beta): 8.270 / 5.862 eV
⟨S²⟩: 0.760

---

The most stable of them is arrangement 2.

---

Arrangement 1

Computed, not measured: a molecular structure, C4H5NO3, with ωB97M-V/def2-TZVPD.

Last column: Löwdin charge in e.
Atoms and positions in Å:
C 2.155 0.243 -0.570  -0.17
C -0.113 0.136 0.596  -0.40
C -1.246 1.061 0.606  -0.13
C -2.150 0.386 -0.491  -0.11
H 2.942 0.913 -1.263  0.20
H 0.641 0.018 1.453  0.18
H -1.803 0.846 1.574  0.12
H -0.951 2.433 0.791  0.23
H -3.118 0.608 -1.301  0.19
N -1.698 -0.877 -0.584  0.05
O 2.853 -0.266 0.337  0.00
O 0.657 0.281 -0.621  -0.07
O -0.723 -1.219 0.532  -0.08

HOMO-LUMO gap: 10.863 eV

---

Arrangement 2

Computed, not measured: a molecular structure, C4H5NO3, with ωB97M-V/def2-TZVPD.

Last column: Löwdin charge in e.
Atoms and positions in Å:
C 0.452 -0.019 1.054  -0.38
C 0.330 1.098 0.315  -0.01
C -0.115 0.744 -1.088  -0.21
C -0.241 -0.621 -0.889  -0.43
H -0.415 -0.519 2.878  0.16
H 0.956 0.727 2.518  0.10
H -0.009 2.096 1.014  0.19
H -0.194 0.557 -3.135  0.20
H -0.447 -2.451 -1.360  0.30
N 0.645 -0.312 2.466  0.05
O -0.087 1.348 -2.379  -0.04
O -0.974 -1.360 -1.724  0.02
O 0.098 -1.288 0.330  0.04

HOMO-LUMO gap: 7.809 eV

---

Arrangement 3

Computed, not measured: 2 unconnected molecules or ions with the total composition C4H5NO3, with ωB97M-V/def2-TZVPD.

Last column: Löwdin charge in e.
Atoms and positions in Å:
C 0.618 -0.228 2.934  -0.06
C 0.689 0.070 1.764  -0.02
C -0.351 1.381 -1.293  -0.09
C 0.670 -0.684 -0.502  -0.07
N -0.515 -1.402 -0.242  -0.34
O -0.384 -2.550 0.141  0.12
O -1.563 -0.720 -0.536  0.05
O 0.651 0.425 -1.206  -0.06
H 0.299 -0.238 3.896  -0.04
H 0.177 2.417 -1.098  0.14
H -1.276 1.392 -0.805  0.06
H -0.623 1.437 -2.398  0.12
H 1.607 -1.298 -0.654  0.18

HOMO-LUMO gap (alpha / beta): 7.660 / 7.664 eV

---

Arrangement 4

Computed, not measured: 2 unconnected molecules or ions with the total composition C4H5NO3, with ωB97M-V/def2-TZVPD.

Last column: Löwdin charge in e.
Atoms and positions in Å:
N -2.785 1.090 0.379  0.16
C -1.804 0.521 0.464  -0.24
C -0.603 -0.253 0.586  -0.16
C -0.343 -1.417 0.001  -0.20
O -1.044 -1.927 -1.007  0.05
H 0.065 0.050 1.493  0.15
H 0.582 -1.939 0.025  0.13
H -1.904 -1.414 -1.172  0.16
O 1.027 0.783 -1.329  0.08
C 1.201 1.264 -0.255  -0.51
O 2.118 0.858 0.572  0.07
H 0.877 2.214 0.226  0.16
H 2.614 0.171 0.019  0.17

SMILES string: N#C/C=C\O.O=CO
HOMO-LUMO gap: 10.111 eV

---

The most stable of them is arrangement 4.

---

Arrangement 1

Computed, not measured: 2 unconnected molecules or ions with the total composition C5H13N4O, with ωB97M-V/def2-TZVPD.

Last column: Löwdin charge in e.
Atoms and positions in Å:
C -0.201 2.805 0.407  -0.10
C -0.891 1.749 -0.344  -0.11
C -0.659 0.433 0.314  0.05
C 1.698 0.691 2.360  -0.19
C 2.530 0.192 1.211  -0.20
N 0.560 2.469 1.387  0.03
N 0.515 1.289 1.849  0.00
N -0.900 -0.787 0.024  0.18
N -2.458 -1.745 -2.004  0.05
O 1.820 -0.851 0.413  -0.10
H -0.302 3.832 0.094  0.13
H -1.877 1.998 -0.481  0.11
H -0.577 1.668 -1.355  0.13
H 1.439 -0.169 2.898  0.10
H 2.266 1.438 3.052  0.18
H 3.522 -0.007 1.655  0.13
H 2.620 1.092 0.507  0.13
H -1.432 -1.234 -0.823  0.07
H -0.490 -1.550 0.553  0.13
H -3.039 -2.557 -1.882  0.06
H -1.809 -1.936 -2.730  0.05
H -2.865 -0.812 -1.824  0.08
H 2.469 -1.348 -0.107  0.10

Charge: +1
HOMO-LUMO gap (alpha / beta): 8.266 / 8.267 eV

---

Arrangement 2

Computed, not measured: a gas-phase ion, C5H13N4O (charge +1), with ωB97M-V/def2-TZVPD.

Last column: Löwdin charge in e.
Atoms and positions in Å:
C 2.333 -0.855 0.477  -0.01
N 1.350 -0.295 -0.427  -0.10
C 1.324 0.980 -0.704  -0.11
N 2.135 1.895 -0.203  0.20
C 0.220 -1.179 -0.807  -0.17
N -0.673 -1.467 0.266  -0.03
C -1.399 -0.385 0.842  -0.12
C -2.372 0.220 0.136  -0.45
N -2.984 1.387 0.506  0.14
O -2.753 -0.224 -1.090  0.07
H 3.330 -0.506 0.208  0.10
H 2.123 -0.594 1.516  0.11
H 2.321 -1.940 0.386  0.11
H 0.566 1.328 -1.396  0.17
H 2.858 1.667 0.462  0.12
H 2.071 2.850 -0.514  0.14
H -0.323 -0.677 -1.611  0.13
H 0.648 -2.112 -1.183  0.14
H -0.288 -2.089 0.963  0.12
H -1.130 -0.039 1.827  0.11
H -2.975 1.620 1.484  0.11
H -3.856 1.575 0.035  0.11
H -2.526 -1.160 -1.173  0.11

SMILES string: CN(C=[NH2+])CN/C=C(/N)O
Charge: +1
HOMO-LUMO gap: 8.064 eV

---

The most stable of them is arrangement 2.

---

Arrangement 1

Computed, not measured: C6H10N2O5 in the gas phase, with ωB97M-V/def2-TZVPD.

Last column: Löwdin charge in e.
Atoms and positions in Å:
N 2.611 -1.478 -0.434  0.05
C 1.569 -0.627 0.140  -0.32
C 1.607 0.687 -0.650  -0.04
C 0.883 1.893 -0.108  -0.53
O 0.600 2.786 -0.887  0.09
O 0.609 1.890 1.215  0.11
C 0.203 -1.225 0.032  -0.45
O -0.093 -1.905 -0.951  0.07
N -0.723 -0.931 1.010  0.08
C -2.119 -0.973 0.585  -0.09
C -2.614 0.150 -0.296  -0.49
O -3.770 0.108 -0.773  0.07
O -1.770 1.145 -0.367  0.14
H 2.209 -1.848 -1.276  0.06
H 2.802 -2.287 0.198  0.10
H 1.809 -0.511 1.197  0.15
H 2.585 1.083 -0.874  0.13
H 1.158 0.551 -1.654  0.15
H 0.223 2.753 1.371  0.12
H -0.439 -0.230 1.742  0.16
H -2.273 -1.935 0.005  0.15
H -2.797 -1.006 1.464  0.15
H -2.270 1.911 -0.690  0.15

SMILES string: N[C@@H](CC(=O)O)C(=O)NCC(=O)O
HOMO-LUMO gap: 10.127 eV

---

Arrangement 2

Computed, not measured: C6H10N2O5 in the gas phase, with ωB97M-V/def2-TZVPD.

Last column: Löwdin charge in e.
Atoms and positions in Å:
C 1.307 2.389 -0.858  -0.03
O 1.541 1.096 -0.236  -0.10
C 0.455 0.666 0.494  -0.18
C 0.270 -0.837 0.770  -0.18
C -0.314 -1.469 2.038  0.05
N 1.195 -1.770 0.141  -0.35
O 2.335 -1.741 0.514  0.14
O 0.721 -2.550 -0.681  0.09
C -0.646 -0.026 -0.259  -0.19
C -0.612 -0.373 -1.773  0.03
N -1.944 0.353 0.188  -0.34
O -2.122 0.522 1.382  0.06
O -2.836 0.597 -0.582  0.11
H 1.053 2.452 -1.928  0.10
H 2.254 2.921 -0.541  0.12
H 0.623 2.878 -0.220  0.07
H 0.057 1.244 1.299  0.16
H -0.615 -2.524 1.682  0.14
H -1.172 -1.011 2.303  0.03
H 0.403 -1.396 2.747  0.06
H -1.124 -1.271 -1.983  0.08
H 0.319 -0.500 -2.145  0.05
H -1.148 0.349 -2.354  0.08

SMILES string: COC1[C@](C)([N+](=O)[O-])[C@@]1(C)[N+](=O)[O-]
HOMO-LUMO gap: 10.475 eV

---

The most stable of them is arrangement 1.

---

Arrangement 1

Computed, not measured: 2 unconnected molecules or ions with the total composition C3H5ClFN3, with ωB97M-V/def2-TZVPD.

Last column: Löwdin charge in e.
Atoms and positions in Å:
C -0.985 -1.697 -0.469  0.07
C 3.413 -0.269 0.794  -0.62
C -2.756 1.161 -0.342  -0.09
N -1.503 -0.755 0.090  -0.17
N 2.256 -0.542 0.445  -0.02
N -2.387 -0.022 0.532  -0.04
F 1.870 -0.302 -0.866  -0.09
Cl 4.671 0.596 -0.035  0.62
H 0.081 -1.881 -0.333  0.01
H 3.746 -0.559 1.881  0.12
H -3.599 1.687 0.075  0.05
H -1.835 1.772 -0.354  0.07
H -2.972 0.810 -1.417  0.09

HOMO-LUMO gap: 9.054 eV

---

Arrangement 2

Computed, not measured: C3H5ClFN3 in the gas phase, with ωB97M-V/def2-TZVPD.

Last column: Löwdin charge in e.
Atoms and positions in Å:
N -1.929 0.759 0.699  -0.07
N -2.111 -0.179 -0.376  -0.05
C -1.058 -0.847 -0.631  -0.29
N 0.143 -0.714 0.055  -0.04
C 0.876 0.434 -0.207  -0.21
C 2.155 0.581 -0.048  -0.57
F 3.083 1.543 -0.387  -0.01
Cl 3.123 -0.945 0.320  0.58
H -2.968 0.855 1.240  0.15
H -1.446 0.351 1.575  0.09
H -0.987 -1.632 -1.544  0.16
H 0.686 -1.593 -0.313  0.13
H 0.432 1.386 -0.383  0.13

SMILES string: N/N=C\N/C=C(/F)Cl
HOMO-LUMO gap: 9.652 eV

---

The most stable of them is arrangement 2.

---

Arrangement 1

Computed, not measured: C5H10Si in the gas phase, with ωB97M-V/def2-TZVPD.

Last column: Löwdin charge in e.
Atoms and positions in Å:
C 2.224 0.180 -0.059  -0.07
C 0.752 -0.117 0.033  -0.45
C 0.248 -1.282 0.363  -0.08
C -1.475 -1.289 0.336  -0.26
Si -1.893 0.521 -0.199  0.64
C -0.166 1.059 -0.304  -0.31
H 2.379 1.109 0.552  0.09
H 2.320 0.563 -1.104  0.08
H 2.876 -0.720 0.126  0.10
H 0.949 -1.961 0.827  0.09
H -1.567 -2.179 -0.440  0.08
H -2.009 -1.534 1.300  0.04
H -2.757 0.896 -1.466  -0.04
H -2.782 1.067 0.904  -0.05
H 0.093 1.833 0.340  0.05
H 0.221 1.361 -1.305  0.09

SMILES string: CC1=CC[SiH2]C1
HOMO-LUMO gap: 10.144 eV

---

Arrangement 2

Computed, not measured: C5H10Si in the gas phase, with ωB97M-V/def2-TZVPD.

Last column: Löwdin charge in e.
Atoms and positions in Å:
C 1.131 -1.617 -0.009  -0.05
C 0.101 -0.597 -0.405  -0.50
C 0.074 -0.020 -1.852  -0.05
C -1.227 -0.555 0.310  0.00
C -0.301 0.295 0.719  -0.36
Si -0.428 1.889 1.585  0.62
H 0.770 -2.565 0.294  0.06
H 1.773 -1.338 0.810  0.08
H 1.829 -1.911 -0.766  0.06
H 1.031 0.183 -2.421  0.09
H -0.524 0.887 -1.960  0.06
H -0.592 -0.715 -2.427  0.08
H -2.224 -1.090 0.444  0.13
H -0.438 2.956 0.576  -0.08
H 0.662 2.330 2.583  -0.08
H -1.637 1.869 2.521  -0.06

SMILES string: CC1(C)C=C1[SiH3]
HOMO-LUMO gap: 10.413 eV

---

The most stable of them is arrangement 1.

---

Arrangement 1

Computed, not measured: H3N3O2 in the gas phase, with ωB97M-V/def2-TZVPD.

Last column: Löwdin charge in e.
Atoms and positions in Å:
N -0.512 -0.198 -0.083  0.00
N 0.679 0.580 0.061  -0.07
N 1.948 -0.068 0.004  -0.46
O 1.856 -1.265 -0.043  0.06
O 2.864 0.690 -0.016  0.09
H -0.024 -1.128 -0.439  0.11
H -0.703 -0.512 0.901  0.09
H 0.472 1.609 -0.131  0.18

SMILES string: NN[N+](=O)[O-]
HOMO-LUMO gap: 10.841 eV

---

Arrangement 2

Computed, not measured: 2 unconnected molecules or ions with the total composition H3N3O2, with ωB97M-V/def2-TZVPD.

Last column: Löwdin charge in e.
Atoms and positions in Å:
N -0.379 0.940 -0.249  -0.28
N 0.220 -0.769 0.869  -0.07
N -0.389 0.368 -1.284  0.14
O -0.218 1.976 0.335  0.01
O 0.394 -1.368 -0.239  -0.17
H -0.502 -1.177 1.462  0.12
H 1.084 -0.482 1.363  0.14
H -0.210 0.512 -2.257  0.11

HOMO-LUMO gap (alpha / beta): 8.594 / 8.518 eV

---

The most stable of them is arrangement 1.